Entry 1:
Density functional theory data (the ωB97M-V functional and the def2-TZVPD basis) for C18H45BaBr4N3O9V2 as an isolated structure in a non-equilibrium geometry.

```
82
C18H45BaBr4N3O9V2 the ωB97M-V functional and the def2-TZVPD basis
O -0.63332 -3.70731 -1.10108
V 0.45852 -2.56245 -0.92455
O 0.85584 -2.51698 0.61263
O 0.28828 4.24242 -2.53311
V -1.22317 3.87733 -2.79173
O -2.17174 4.90450 -2.03233
Ba -2.44349 0.04367 -2.96663
O -1.46520 2.16984 -1.50309
C -0.51151 1.68662 -0.52264
C -0.59842 0.23275 -0.06219
O -0.67000 -0.81826 -1.01610
H -0.63352 2.24901 0.41232
H 0.46039 2.01655 -0.90623
H -1.46216 0.08378 0.61500
H 0.17288 0.08653 0.70910
Br -0.70667 -2.02389 3.46076
C -2.59030 -1.73218 3.10958
C -3.18192 -2.83755 2.27015
Br -3.39148 -4.51413 3.19377
H -2.64366 -0.83848 2.48598
H -3.11712 -1.52751 4.03341
H -2.60791 -2.96723 1.35112
H -4.17197 -2.51766 1.93461
Br -3.46642 1.60191 3.84888
C -1.59346 2.11286 3.60253
C -0.85874 1.95146 4.89902
Br 0.98725 2.48683 4.64744
H -1.60922 3.15444 3.29572
H -1.18442 1.49457 2.80895
H -0.82757 0.90411 5.18736
H -1.32171 2.51919 5.69853
C 4.45195 0.46464 -4.06292
C 3.51951 1.14733 -3.08908
C 3.23171 2.59727 -3.50547
O 4.37356 3.26755 -3.87831
C 4.14179 4.65525 -4.05702
N 2.26325 0.37466 -3.02021
H 4.04743 0.25331 -5.05387
H 4.79336 -0.48877 -3.64456
H 5.39593 0.99894 -4.17380
H 3.99762 1.19910 -2.11070
H 2.72988 3.07876 -2.64773
H 2.50862 2.56049 -4.34901
H 3.64057 5.07750 -3.18010
H 3.53340 4.83213 -4.95363
H 5.09593 5.15214 -4.20385
H 1.58858 0.87959 -2.43924
H 1.83717 0.42829 -3.94680
C 3.44305 -1.59951 4.75332
C 3.50631 -1.53835 3.23736
C 3.17972 -0.11970 2.78171
O 3.15138 -0.08119 1.36347
C 2.90820 1.21195 0.87272
N 4.82672 -1.97298 2.76100
H 2.42296 -1.57806 5.13601
H 3.97484 -0.72861 5.14920
H 3.92488 -2.50290 5.12328
H 2.72068 -2.16342 2.79413
H 3.92010 0.59822 3.15587
H 2.16767 0.09064 3.15994
H 3.67321 1.91801 1.21007
H 1.88175 1.52243 1.09935
H 3.02200 1.16604 -0.21471
H 5.05948 -1.48746 1.89861
H 5.52105 -1.62028 3.41770
C -5.11638 -4.20097 -2.28510
C -4.65952 -2.75340 -2.40152
C -4.98115 -1.97932 -1.14281
O -4.63413 -0.59427 -1.37533
C -4.65288 0.29699 -0.24903
N -3.22126 -2.63622 -2.80137
H -4.91883 -4.78161 -3.18169
H -6.18445 -4.23006 -2.05943
H -4.66338 -4.67372 -1.40769
H -5.20335 -2.27935 -3.22742
H -4.52260 -2.37559 -0.23496
H -6.07040 -1.94681 -1.04761
H -4.14983 -0.08894 0.64093
H -5.69033 0.55635 -0.03834
H -4.10630 1.20024 -0.53676
H -2.67358 -3.22398 -2.16415
H -3.14388 -3.13713 -3.68759
```

Computed properties:
- 2S+1 = 1
- net charge = +2
- ΔE to the lowest compared entry with this formula, charge and spin (kcal/mol) = 0.0
- orbital gap (eV) = 4.03

Löwdin atomic charge list, values in e, 5 entries: number 1, O, carries -0.318; number 2, V, carries 1.094; number 3, O, carries -0.274; number 4, O, carries -0.256; number 5, V, carries 1.062



Entry 2:
Density functional theory data (the ωB97M-V functional and the def2-TZVPD basis) for C18H45F4K3N2O20P3S4 as an isolated structure in a non-equilibrium geometry.

```
99
C18H45F4K3N2O20P3S4 the ωB97M-V functional and the def2-TZVPD basis
K -1.50333 3.98680 -2.00439
K -4.65037 0.48826 2.44256
K -1.77742 -2.10579 3.07996
N -4.05936 4.25776 -1.12571
S -5.02511 4.89340 0.19456
O -4.76852 4.44974 1.59215
O -6.39212 5.46227 -0.05815
F -4.18352 6.23528 0.20578
S -4.90052 3.05466 -1.24732
O -6.14559 3.23887 -2.07514
O -4.91100 1.97467 -0.27879
F -3.89439 2.50152 -2.34790
N -2.07982 0.34356 1.51909
S -1.83527 0.09152 -0.15400
O -1.16423 -1.20031 -0.38975
O -1.57075 1.27449 -0.98476
F -3.39619 -0.19382 -0.59017
S -1.10506 1.50280 1.74128
O -1.69449 2.88239 1.83096
O 0.30216 1.27463 1.37842
F -0.94917 1.15504 3.24285
C 0.33207 4.67607 6.83611
C 0.42480 3.50431 6.00843
O 1.39486 2.51420 6.49842
P 2.77764 2.10211 5.73716
O 3.59339 1.26106 6.62148
O 2.18710 1.41751 4.33818
C 3.00891 0.62278 3.51268
C 4.46662 1.08409 3.42163
O 3.42180 3.45720 5.26084
C 3.82189 4.45693 6.17607
C 5.12082 4.85782 5.44864
H -0.55662 5.28496 6.67008
H 0.44006 4.53259 7.91122
H 1.15231 5.33334 6.54748
H -0.60529 3.16559 6.11922
H 0.64047 3.68471 4.95532
H 3.11676 -0.35532 3.98150
H 2.49098 0.54640 2.55664
H 5.07575 0.72986 4.25325
H 4.84585 0.69805 2.47545
H 4.60866 2.15776 3.29847
H 3.14324 5.30098 6.29899
H 4.05443 4.06308 7.16547
H 5.60720 3.89958 5.26612
H 4.84893 5.46922 4.58821
H 5.75573 5.34730 6.18716
C 2.71243 -4.52888 -4.52878
C 3.64273 -3.37033 -4.67647
O 4.83250 -3.48119 -3.74015
P 4.82272 -2.56809 -2.36243
O 5.14614 -1.12098 -2.49978
O 5.80684 -3.43709 -1.36600
C 7.11154 -2.95130 -1.41367
C 7.79540 -3.36009 -0.06410
O 3.30585 -2.72186 -1.79807
C 3.08205 -2.56324 -0.40970
C 1.61169 -2.16681 -0.18648
H 2.21480 -4.68906 -5.48523
H 3.13866 -5.52340 -4.39703
H 2.03132 -4.32397 -3.70282
H 4.10193 -3.51666 -5.65413
H 3.17388 -2.38820 -4.61565
H 7.55393 -3.30888 -2.34346
H 7.25776 -1.87266 -1.47075
H 8.80759 -2.95637 -0.03984
H 7.30924 -2.80722 0.73970
H 7.75759 -4.43273 0.12588
H 3.13414 -3.54011 0.07104
H 3.91255 -1.93584 -0.08608
H 1.24521 -1.22834 -0.60250
H 1.02270 -2.80666 -0.84358
H 1.21075 -2.41938 0.79513
C -7.32761 -0.15601 -6.26843
C -6.44804 -1.36217 -5.74255
O -6.01064 -1.15744 -4.43311
P -5.26181 -2.50247 -3.86339
O -5.85764 -3.92102 -4.04721
O -5.03699 -2.17651 -2.29500
C -4.66019 -3.21545 -1.41696
C -4.87249 -2.88799 0.03448
O -3.77090 -2.32380 -4.45187
C -3.10742 -1.04800 -4.16282
C -1.60218 -1.09081 -3.76465
H -8.12047 -0.04670 -5.52847
H -6.93993 0.86203 -6.23103
H -7.66192 -0.44383 -7.26517
H -7.05404 -2.20265 -6.08084
H -5.62375 -1.58453 -6.42020
H -5.26691 -4.05730 -1.75057
H -3.59773 -3.36085 -1.61224
H -3.88379 -2.65700 0.43097
H -5.44372 -1.95966 0.03180
H -5.25858 -3.64095 0.72156
H -3.22265 -0.60657 -5.15275
H -3.59054 -0.45933 -3.38297
H -0.88679 -1.31503 -4.55588
H -1.23418 -0.16684 -3.31860
H -1.46514 -1.87928 -3.02464
```

Computed properties:
- 2S+1 = 2
- net charge = 0
- ΔE to the lowest compared entry with this formula, charge and spin (kcal/mol) = 69.1
- orbital gap (spin up / spin down) (eV) = 3.22 / 9.36

Löwdin atomic charge list, values in e, 5 entries: number 1, K, carries 0.925; number 2, K, carries 0.583; number 3, K, carries 0.449; number 4, N, carries -0.341; number 5, S, carries 0.656



Entry 3:
Density functional theory data (the ωB97M-V functional and the def2-TZVPD basis) for C18H45F4LiN2O20P3S4 as an isolated structure in a non-equilibrium geometry.

```
97
C18H45F4LiN2O20P3S4 the ωB97M-V functional and the def2-TZVPD basis
Li 0.37292 1.09004 0.49580
N -2.09811 4.58407 1.81751
S -2.26867 4.38665 0.35893
O -3.56014 4.05922 -0.18792
O -1.09620 3.97682 -0.44153
F -2.19346 5.94823 0.07390
S -1.98235 2.97780 2.04396
O -0.68563 2.35735 1.70413
O -3.24085 2.21956 1.84988
F -1.82637 3.07063 3.66293
N 3.12173 4.96001 0.17893
S 1.63400 5.75096 0.10011
O 0.91429 5.70440 1.30868
O 0.92775 5.79815 -1.15718
F 2.35007 7.25124 0.40127
S 2.45720 3.65956 -0.59521
O 2.36260 3.82086 -2.01830
O 1.46866 2.89958 0.18481
F 3.71972 2.67885 -0.54919
C 4.65639 1.69100 -3.41592
C 3.39610 0.82208 -3.22965
O 3.67063 -0.09939 -2.16996
P 2.42093 -0.89341 -1.41921
O 1.41196 0.08365 -0.95928
O 1.87209 -1.90802 -2.56200
C 2.72533 -2.78783 -3.30967
C 1.85814 -4.03545 -3.57774
O 3.19236 -1.81277 -0.35818
C 3.96768 -1.14600 0.66543
C 5.46530 -1.43995 0.50038
H 5.46377 1.05039 -3.77069
H 4.53973 2.46804 -4.17137
H 4.77146 2.35093 -2.55607
H 2.55916 1.43030 -2.88658
H 3.02379 0.28942 -4.10472
H 2.69380 -2.22519 -4.24270
H 3.73901 -2.98783 -2.96246
H 2.40657 -4.58081 -4.34578
H 1.61670 -4.70689 -2.75374
H 0.96868 -3.72738 -4.12734
H 3.75777 -0.07804 0.60651
H 3.77814 -1.57898 1.64762
H 5.80444 -1.52185 -0.53227
H 6.18831 -0.73384 0.90873
H 5.76714 -2.39536 0.92954
C 2.70093 -0.24785 4.54178
C 1.18996 -0.15451 4.95698
O 0.49494 -1.22504 4.26238
P -0.27670 -1.02174 2.77116
O 0.59122 -0.33203 1.74305
O -0.59430 -2.56660 2.31989
C 0.35131 -3.56723 1.90173
C 0.59954 -3.53675 0.37077
O -1.71191 -0.22135 3.09107
C -2.54869 -0.52952 4.25640
C -3.99040 -0.41537 3.82982
H 3.32914 0.23800 5.28838
H 3.00927 -1.18786 4.08416
H 2.86518 0.40146 3.68184
H 0.99312 -0.26847 6.02298
H 0.68353 0.75876 4.64462
H 1.24210 -3.58116 2.52975
H -0.02389 -4.58966 1.85734
H 1.51307 -3.97474 -0.03138
H -0.23622 -4.08444 -0.06470
H 0.56506 -2.49774 0.04312
H -2.45971 -1.55698 4.60925
H -2.37281 0.20427 5.04298
H -4.24959 0.62695 3.64414
H -4.30961 -1.01068 2.97436
H -4.59571 -0.65333 4.70451
C -5.87225 -0.33841 0.71694
C -4.69542 -1.38967 0.51519
O -3.65387 -0.47667 0.64772
P -2.67061 -0.30910 -0.58291
O -1.38340 0.28159 -0.23481
O -3.53961 0.50441 -1.71670
C -2.90515 1.07316 -2.86316
C -3.19371 2.59547 -3.02725
O -2.64227 -1.77261 -1.32817
C -1.60824 -2.00997 -2.31952
C -1.79143 -3.38519 -2.90155
H -6.74407 -0.93234 0.44260
H -5.98090 0.08912 1.71370
H -5.89701 0.49961 0.02038
H -4.61578 -2.29115 1.12270
H -4.88994 -1.81071 -0.47121
H -1.86491 0.80486 -2.67870
H -3.21829 0.54821 -3.76565
H -4.18307 2.80209 -2.61908
H -2.48976 3.23284 -2.49218
H -3.12401 2.93524 -4.06059
H -1.74089 -1.29656 -3.13288
H -0.58501 -1.88052 -1.96691
H -1.97866 -4.09721 -2.09776
H -2.64574 -3.32778 -3.57605
H -0.93745 -3.77584 -3.45490
```

Computed properties:
- 2S+1 = 1
- net charge = -1
- ΔE to the lowest compared entry with this formula, charge and spin (kcal/mol) = 15.6
- orbital gap (eV) = 8.12

Löwdin atomic charge list, values in e, 5 entries: number 1, Li, carries 0.598; number 2, N, carries -0.209; number 3, S, carries 0.390; number 4, O, carries -0.284; number 5, O, carries -0.296



Entry 4:
Density functional theory data (the ωB97M-V functional and the def2-TZVPD basis) for a 7-piece molecular cluster, C18H45NO11S8 overall in a non-equilibrium geometry.

```
83
C18H45NO11S8 the ωB97M-V functional and the def2-TZVPD basis
C -2.01144 -3.80913 -0.41898
C -1.26285 -5.24092 -0.13986
O -0.93347 -5.50563 1.27172
C -2.13089 -5.76349 2.08591
C -2.18032 -4.97691 3.52339
O -3.57318 -4.55217 3.88519
S -3.39985 -2.87786 4.15388
O -3.66580 -2.27716 2.75074
O -4.32923 -2.14290 5.14870
O -1.80929 -2.92012 4.77862
C -1.03928 -3.82415 3.86034
N -0.63883 -2.84414 2.77160
C 0.63321 -2.38039 3.09610
S 1.93306 -1.26052 3.32823
H -1.81567 -3.00790 0.41197
H -1.59136 -3.37634 -1.43728
H -3.18275 -3.99168 -0.55119
H -0.23516 -5.20939 -0.74542
H -1.94783 -6.08361 -0.60023
H -2.14894 -6.92551 2.33338
H -3.10348 -5.54715 1.47137
H -1.92068 -5.80163 4.33858
H -0.21463 -4.46742 4.39159
C -0.68351 1.61193 2.26218
S -1.65537 0.95511 0.88574
O -0.87350 -0.17226 0.27925
C -1.45849 2.39479 -0.19151
H -0.63916 0.85418 3.04827
H 0.33033 1.84519 1.92774
H -1.16497 2.51063 2.65499
H -0.39780 2.58057 -0.37756
H -1.91560 3.26866 0.27861
H -1.96198 2.19112 -1.14081
C -0.67502 4.75896 6.61805
S 0.39209 3.43521 6.00202
O 0.15281 3.31313 4.52623
C -0.49538 2.08227 6.81061
H -0.32537 5.70766 6.20358
H -1.70705 4.58579 6.30333
H -0.61712 4.79912 7.70837
H -1.53820 2.07100 6.48413
H -0.44300 2.20679 7.89476
H -0.01909 1.13781 6.53256
C 0.12993 6.72180 -2.03096
S -1.16794 6.28410 -0.85007
O -1.83107 5.03542 -1.35123
C -2.25843 7.67336 -1.24080
H 0.91109 5.95899 -1.98644
H -0.28092 6.75945 -3.04284
H 0.55737 7.69107 -1.76340
H -2.52483 7.65334 -2.30043
H -1.75573 8.61250 -0.99803
H -3.16646 7.58388 -0.63779
C -0.97608 4.98565 -6.26624
S 0.48821 5.98754 -5.91613
O 0.01395 7.31887 -5.41337
C 0.98844 6.20430 -7.64085
H -1.47624 4.76020 -5.32120
H -1.66122 5.53682 -6.91501
H -0.67494 4.05144 -6.74618
H 0.18449 6.68184 -8.20638
H 1.22773 5.23175 -8.07731
H 1.87751 6.84067 -7.66845
C 4.64493 -6.26089 0.91044
S 3.25513 -5.14760 0.59491
O 3.25899 -4.82558 -0.87015
C 3.94956 -3.72296 1.46671
H 4.44320 -7.21565 0.41870
H 5.56635 -5.83421 0.50664
H 4.74704 -6.42417 1.98593
H 4.91296 -3.44980 1.02917
H 4.07343 -3.96626 2.52457
H 3.25644 -2.88265 1.36858
C 3.18303 -3.79755 -3.82233
S 1.84998 -2.85255 -4.59723
O 0.56670 -3.58272 -4.33235
C 2.33350 -3.20437 -6.30437
H 3.05790 -3.74873 -2.73788
H 3.13936 -4.84086 -4.14437
H 4.14735 -3.36134 -4.09361
H 2.34109 -4.28354 -6.47622
H 3.32445 -2.78677 -6.49735
H 1.60783 -2.73632 -6.97556
```

Computed properties:
- 2S+1 = 1
- net charge = 0
- ΔE to the lowest compared entry with this formula, charge and spin (kcal/mol) = 112.9
- orbital gap (eV) = 6.71

Löwdin atomic charge list, values in e, 5 entries: number 1, C, carries -0.095; number 2, C, carries -0.237; number 3, O, carries -0.227; number 4, C, carries -0.123; number 5, C, carries -0.198



Entry 5:
Density functional theory data (the ωB97M-V functional and the def2-TZVPD basis) for a 8-piece molecular cluster, C18H46ClN7O10 overall in a non-equilibrium geometry.

```
82
C18H46ClN7O10 the ωB97M-V functional and the def2-TZVPD basis
N 1.01636 -0.29235 -0.42824
H 1.30303 -1.20407 0.02161
H 0.84647 -0.45702 -1.44488
H 1.79539 0.34074 -0.30878
H 0.18537 0.07760 0.03577
Cl 2.86305 1.64692 -2.53344
O 3.67790 2.78114 -2.78759
O 1.52184 2.02332 -2.24272
O 2.91054 0.73543 -3.65363
O 3.31040 0.85323 -1.37217
C -1.37798 0.43915 2.08678
O -1.42581 0.69605 0.88722
N -2.39565 0.05258 2.85952
C -3.74820 -0.07942 2.30039
C -2.14254 -0.19887 4.24285
H -0.43047 0.39489 2.61376
H -3.90771 -1.15443 2.18189
H -3.75311 0.41972 1.37469
H -4.42288 0.42962 2.93850
H -2.90240 -0.92860 4.59125
H -1.13657 -0.59828 4.48981
H -2.32405 0.71284 4.77485
C 1.66788 2.98780 1.49491
O 1.91281 1.81085 1.30346
N 2.26352 4.08695 0.91552
C 1.80292 5.38301 1.14558
C 3.31498 3.86975 -0.04781
H 0.93483 3.26881 2.17512
H 2.71864 6.04086 1.17050
H 1.28390 5.50724 2.10761
H 1.04432 5.79814 0.46754
H 3.62789 2.84261 0.10503
H 2.94288 4.04923 -1.01165
H 4.18209 4.50196 0.20429
C 0.48006 -1.58975 -3.71954
O -0.20325 -1.42289 -2.64030
N -0.09079 -1.40542 -4.94108
C 0.76660 -1.11177 -6.10586
C -1.53437 -0.99107 -4.90004
H 1.61544 -1.76458 -3.84808
H 0.79004 -0.05080 -6.24769
H 0.49207 -1.74943 -6.97511
H 1.81500 -1.36681 -5.85156
H -1.72999 0.04116 -5.11621
H -2.10046 -1.59770 -5.61521
H -1.94240 -1.14822 -3.86286
C -3.36497 2.81276 -0.70798
O -4.41645 2.27356 -1.01404
N -2.19639 2.70176 -1.26839
C -1.91048 1.78552 -2.31377
C -1.05642 3.26993 -0.59608
H -3.36354 3.63769 0.03906
H -2.84479 1.23730 -2.48134
H -1.20743 1.08455 -1.91100
H -1.42699 2.26218 -3.16701
H -1.32524 3.38886 0.45014
H -0.23873 2.54250 -0.76373
H -0.74295 4.25161 -1.05219
C 2.64195 -2.28615 1.88512
O 1.46469 -2.47402 1.53968
N 3.22668 -2.93741 2.91220
C 4.57923 -2.65437 3.34617
C 2.38360 -3.55603 3.90549
H 3.26092 -1.50857 1.40733
H 5.01819 -1.89805 2.75343
H 5.18379 -3.59104 3.28653
H 4.55157 -2.36937 4.40700
H 2.58233 -4.66201 3.91503
H 2.63914 -3.11120 4.84823
H 1.36482 -3.43092 3.59596
C -2.00799 -3.27816 1.97181
O -2.70395 -3.30909 2.97167
N -2.50181 -3.27038 0.69492
C -3.91533 -3.40118 0.38746
C -1.62847 -3.12541 -0.43741
H -0.90359 -3.22340 1.96708
H -4.37010 -3.53741 1.33610
H -3.93767 -4.39323 -0.11490
H -4.26166 -2.58968 -0.29654
H -0.54192 -3.06222 -0.15900
H -1.64069 -4.01483 -1.18377
H -1.90701 -2.24422 -0.98728
```

Computed properties:
- 2S+1 = 1
- net charge = 0
- orbital gap (eV) = 9.19

Löwdin atomic charge list, values in e, 5 entries: number 1, N, carries 0.280; number 2, H, carries 0.103; number 3, H, carries 0.082; number 4, H, carries 0.037; number 5, H, carries 0.069



- The lowest net charge belongs to which entry?
  C18H45F4LiN2O20P3S4